Density functional theory data (wB97M-V/def2-TZVPD) for a molecular structure, C19H39F2O15P2 at a distorted geometry.

XYZ file:
```
77
Properties=species:S:1:pos:R:3
C 0.59969 0.41374 1.71354
O 1.41536 -0.53234 1.12748
H 0.12408 0.99978 0.92712
H -0.19071 -0.21081 2.12983
H 0.95008 1.12445 2.46203
C 2.41708 2.84414 2.74086
C 2.18404 2.84389 4.27013
O 0.84223 3.24783 4.34591
C 0.74722 4.28529 3.42369
O -0.08939 5.21731 3.38875
O 1.79629 4.13221 2.54270
F 3.06510 3.66546 4.81608
H 1.93535 2.02148 2.21241
H 3.46654 2.78919 2.45151
H 2.25410 1.83898 4.68649
C 3.63721 -0.00709 2.13762
C 3.41163 0.86203 0.92396
O 4.70000 0.98050 0.41166
C 5.60312 0.84801 1.45356
O 6.80955 0.75406 1.48155
O 4.93116 0.42033 2.51172
F 2.99491 2.08939 1.19727
H 3.69702 -1.03441 1.77822
H 2.80158 0.19865 2.80656
H 2.74600 0.38465 0.20483
C -2.13575 -0.30236 -3.34708
C -2.16554 -1.44843 -2.32481
O -1.15097 -2.44371 -2.60165
P 0.34135 -2.25899 -1.89010
O 0.41104 -2.22343 -0.45863
O 1.19931 -3.54764 -2.56372
C 1.29544 -3.65966 -3.97659
C 2.50235 -2.91801 -4.46976
O 0.88565 -0.87249 -2.56962
C 1.92366 -0.20154 -1.86620
C 1.28341 0.76910 -0.87627
H -2.05387 -0.72443 -4.34870
H -2.90605 0.46001 -3.23069
H -1.19002 0.22010 -3.49112
H -2.07408 -1.08459 -1.30141
H -3.16992 -1.86943 -2.37031
H 1.51140 -4.70315 -4.20594
H 0.41884 -3.28969 -4.50838
H 3.42410 -3.18847 -3.95467
H 2.58821 -3.14347 -5.53272
H 2.30156 -1.85014 -4.55597
H 2.74622 -0.76652 -1.42768
H 2.37972 0.43811 -2.62181
H 0.57062 0.24283 -0.24139
H 2.12727 1.28875 -0.42244
H 0.80765 1.49763 -1.53277
C -2.53152 1.18172 3.50641
C -2.50191 -0.30636 3.10971
O -2.92561 -0.45029 1.78952
P -1.92866 -0.80907 0.62382
O -0.79992 -1.67436 1.04928
O -2.91035 -1.30874 -0.60577
C -3.55895 -2.56059 -0.53483
C -4.99655 -2.47479 -1.07970
O -1.47389 0.71789 0.19539
C -2.19877 1.70821 -0.40818
C -2.17660 1.73669 -1.90829
H -2.47174 1.83237 2.63396
H -3.51824 1.40136 3.91414
H -1.81945 1.77388 4.08123
H -1.55234 -0.82105 3.25639
H -3.18060 -0.77663 3.82127
H -2.81577 -3.03030 -1.17916
H -3.52884 -2.91622 0.49507
H -5.59479 -1.88528 -0.38495
H -5.14892 -2.11012 -2.09553
H -5.41806 -3.46423 -0.90246
H -3.22730 1.82383 -0.06635
H -1.97821 2.68451 0.02344
H -1.19855 1.40068 -2.25268
H -2.87778 0.98518 -2.27119
H -2.38747 2.74463 -2.26561
```

Output
HOMO: -3.510 eV
E: -75046.5553 eV
2S+1: 1
Total charge: -1
Frontier orbital gap: 5.87 eV

---

Density functional theory data (wB97M-V/def2-TZVPD) for a molecular structure, C19H39F3NO5Y at a distorted geometry.

XYZ file:
```
68
Properties=species:S:1:pos:R:3
Y 3.58578 -19.08521 -6.42259
C 3.65907 -16.14324 -2.89425
C 3.83083 -16.12948 -4.40883
C 5.14383 -15.46865 -4.83470
O 3.65306 -17.38997 -4.95484
H 4.49587 -16.65515 -2.40855
H 2.74219 -16.65906 -2.61853
H 3.67475 -15.11174 -2.53317
H 3.02615 -15.48542 -4.81305
H 5.18646 -15.09024 -5.86422
H 5.98991 -16.15714 -4.78330
H 5.37340 -14.55768 -4.27144
C 7.13410 -17.85866 -8.82532
C 6.15342 -19.01887 -9.05336
C 6.95473 -20.32632 -9.11859
O 5.08787 -19.02548 -8.17650
H 6.61867 -16.90788 -8.94930
H 7.93744 -17.96687 -9.55824
H 7.62524 -17.94840 -7.85530
H 5.70564 -18.95054 -10.06318
H 7.59582 -20.43746 -8.23475
H 7.64225 -20.30477 -9.96682
H 6.33579 -21.22176 -9.19410
C 4.23732 -21.52084 -4.78165
O 5.09701 -20.45621 -5.20966
O 3.03565 -21.03821 -5.21985
C 4.67060 -22.87766 -5.38970
F 3.89193 -23.86984 -4.91812
F 4.56113 -22.82866 -6.73445
F 5.95125 -23.17548 -5.06634
C 6.39789 -20.33055 -4.61409
C 6.86758 -18.90587 -4.83461
H 7.91604 -18.79278 -4.57329
H 6.65850 -18.59273 -5.86023
H 6.22145 -18.25520 -4.23770
H 7.09230 -20.98947 -5.14780
H 6.48263 -20.64432 -3.57297
H 4.12355 -21.58754 -3.69032
C 2.39573 -16.37479 -7.80996
C 1.68849 -17.36142 -8.74636
C 2.44683 -17.35950 -10.08657
C 2.12008 -18.55059 -10.98947
C 2.24304 -19.86596 -10.24753
C 1.38467 -19.90662 -8.97445
N 1.74001 -18.71843 -8.16462
O 1.26027 -18.77616 -6.84313
C -0.12808 -19.92856 -9.29838
C 1.75091 -21.17210 -8.22058
C 0.28066 -16.81358 -9.03180
H 2.25628 -15.34598 -8.13740
H 3.44779 -16.61482 -7.65126
H 1.88084 -16.34728 -6.84136
H 2.36418 -16.42313 -10.63661
H 3.50641 -17.44346 -9.80725
H 2.80932 -18.45995 -11.83430
H 1.15000 -18.36729 -11.46462
H 3.28339 -20.08956 -10.02149
H 1.79205 -20.56960 -10.95399
H -0.78432 -19.51795 -8.52055
H -0.37987 -19.33275 -10.17581
H -0.50597 -20.94281 -9.42644
H 2.83446 -21.20243 -8.06599
H 1.26175 -21.18562 -7.24534
H 1.45547 -22.06667 -8.76130
H 0.28359 -15.72559 -9.07213
H -0.45031 -17.00776 -8.23334
H -0.15641 -17.20602 -9.94832
H 0.29493 -18.65140 -6.83307
```

Output
HOMO: -8.543 eV
E: -41261.2954 eV
Energy relative to the best compared isomer or geometry (same formula, charge and spin): 0.0 kJ/mol
2S+1: 1
Total charge: 0
Frontier orbital gap: 8.72 eV

---

Density functional theory data (wB97M-V/def2-TZVPD) for a molecular structure, C19H39N3O4Si2 at a distorted geometry.

XYZ file:
```
67
Properties=species:S:1:pos:R:3
C 2.06564 -0.64041 1.81175
C 1.83332 0.31665 2.99224
C 1.82302 1.78837 2.57449
O 0.61016 2.49782 2.88124
C -0.38819 2.33280 1.97313
N -1.51492 1.47132 2.54224
N -1.38578 1.13753 3.81634
C -2.33482 0.38446 4.31297
C -3.44732 -0.07764 3.60182
C -4.46507 -0.96512 4.26404
O -4.95226 -1.98758 3.44292
C -3.96919 -2.81966 2.83732
C -2.93341 -3.38267 3.79749
C -3.55944 0.32423 2.28963
C -2.54396 1.12122 1.76834
C -2.58079 1.58592 0.35225
C -2.98380 3.04243 0.21108
O -3.68372 3.58393 0.99922
O -2.54870 3.65528 -0.88564
H 3.02728 -0.44273 1.35013
H 2.03480 -1.66198 2.18272
H 1.26411 -0.54373 1.07918
H 2.64120 0.15884 3.70464
H 0.92169 0.02744 3.51212
H 2.07215 1.87325 1.51669
H 2.60181 2.31964 3.11180
H -0.01993 1.86839 1.05813
H -0.84111 3.30247 1.76363
H -2.22250 0.11247 5.35366
H -4.06921 -1.34290 5.21002
H -5.31498 -0.33168 4.52302
H -4.52858 -3.64732 2.41006
H -3.46931 -2.32985 1.99760
H -2.41570 -4.19794 3.30109
H -2.16596 -2.63476 4.01078
H -3.37133 -3.68974 4.74200
H -4.38867 0.00801 1.67625
H -3.33706 1.00503 -0.17307
H -1.64586 1.36306 -0.16302
H -1.81288 3.17635 -1.29386
C 4.57913 -2.59319 -3.89810
Si 3.05712 -1.49219 -4.11056
C 1.55542 -2.65194 -3.98626
C 3.11583 -0.85688 -5.89582
N 3.07975 -0.28206 -2.94984
Si 1.95885 0.91598 -2.73576
C 0.21994 0.27504 -2.29792
C 1.75197 2.10787 -4.19356
C 2.45796 1.98776 -1.24548
H 4.59555 -3.39624 -4.64330
H 5.49204 -2.00529 -4.01217
H 4.58430 -3.05075 -2.90630
H 1.69033 -3.54061 -4.61339
H 0.63524 -2.16217 -4.31676
H 1.42052 -2.98612 -2.95484
H 3.91298 -0.11945 -6.00684
H 2.17223 -0.39381 -6.19540
H 3.31220 -1.67423 -6.59922
H -0.29289 -0.17359 -3.14979
H -0.40708 1.11445 -1.93612
H 0.28615 -0.46887 -1.49846
H 2.72969 2.45335 -4.53115
H 1.16025 2.99124 -3.91710
H 1.24387 1.63043 -5.03389
H 3.42977 2.45004 -1.42184
H 2.52873 1.36778 -0.34793
H 1.72941 2.79225 -1.05860
```

Output
HOMO: -5.894 eV
E: -48749.7202 eV
2S+1: 1
Total charge: 0
Frontier orbital gap: 3.28 eV

---

Copy entry 3 word for word.
Density functional theory data (wB97M-V/def2-TZVPD) for a molecular structure, C19H39N3O4Si2 at a distorted geometry.

XYZ file:
```
67
Properties=species:S:1:pos:R:3
C 2.06564 -0.64041 1.81175
C 1.83332 0.31665 2.99224
C 1.82302 1.78837 2.57449
O 0.61016 2.49782 2.88124
C -0.38819 2.33280 1.97313
N -1.51492 1.47132 2.54224
N -1.38578 1.13753 3.81634
C -2.33482 0.38446 4.31297
C -3.44732 -0.07764 3.60182
C -4.46507 -0.96512 4.26404
O -4.95226 -1.98758 3.44292
C -3.96919 -2.81966 2.83732
C -2.93341 -3.38267 3.79749
C -3.55944 0.32423 2.28963
C -2.54396 1.12122 1.76834
C -2.58079 1.58592 0.35225
C -2.98380 3.04243 0.21108
O -3.68372 3.58393 0.99922
O -2.54870 3.65528 -0.88564
H 3.02728 -0.44273 1.35013
H 2.03480 -1.66198 2.18272
H 1.26411 -0.54373 1.07918
H 2.64120 0.15884 3.70464
H 0.92169 0.02744 3.51212
H 2.07215 1.87325 1.51669
H 2.60181 2.31964 3.11180
H -0.01993 1.86839 1.05813
H -0.84111 3.30247 1.76363
H -2.22250 0.11247 5.35366
H -4.06921 -1.34290 5.21002
H -5.31498 -0.33168 4.52302
H -4.52858 -3.64732 2.41006
H -3.46931 -2.32985 1.99760
H -2.41570 -4.19794 3.30109
H -2.16596 -2.63476 4.01078
H -3.37133 -3.68974 4.74200
H -4.38867 0.00801 1.67625
H -3.33706 1.00503 -0.17307
H -1.64586 1.36306 -0.16302
H -1.81288 3.17635 -1.29386
C 4.57913 -2.59319 -3.89810
Si 3.05712 -1.49219 -4.11056
C 1.55542 -2.65194 -3.98626
C 3.11583 -0.85688 -5.89582
N 3.07975 -0.28206 -2.94984
Si 1.95885 0.91598 -2.73576
C 0.21994 0.27504 -2.29792
C 1.75197 2.10787 -4.19356
C 2.45796 1.98776 -1.24548
H 4.59555 -3.39624 -4.64330
H 5.49204 -2.00529 -4.01217
H 4.58430 -3.05075 -2.90630
H 1.69033 -3.54061 -4.61339
H 0.63524 -2.16217 -4.31676
H 1.42052 -2.98612 -2.95484
H 3.91298 -0.11945 -6.00684
H 2.17223 -0.39381 -6.19540
H 3.31220 -1.67423 -6.59922
H -0.29289 -0.17359 -3.14979
H -0.40708 1.11445 -1.93612
H 0.28615 -0.46887 -1.49846
H 2.72969 2.45335 -4.53115
H 1.16025 2.99124 -3.91710
H 1.24387 1.63043 -5.03389
H 3.42977 2.45004 -1.42184
H 2.52873 1.36778 -0.34793
H 1.72941 2.79225 -1.05860
```

Output
HOMO: -5.894 eV
E: -48749.7202 eV
2S+1: 1
Total charge: 0
Frontier orbital gap: 3.28 eV

---

Which value of total charge does entry 3 give? 0